# 1
Entry from OMol25: 2 unconnected molecules or ions with the total composition C4H8N2S (ωB97M-V with the def2-TZVPD basis set).

Each line ends with the natural charge from an NBO analysis.
CARTESIAN COORDINATES (ANGSTROEM)
C 0.9210 2.6706 -0.3246  0.273
C 0.1453 -1.5736 -0.8989  -0.592
C 0.2158 -1.2078 0.5847  -0.475
C -1.0933 -0.6026 1.0041  0.139
N 1.6991 3.1289 -1.0472  -0.696
N -1.1838 0.7302 0.9596  -0.783
S -2.3683 -1.5333 1.4545  -0.207
H 1.0657 -2.0540 -1.2191  0.209
H -0.6821 -2.2592 -1.0618  0.225
H -0.0142 -0.6839 -1.5027  0.200
H 1.0298 -0.5024 0.7636  0.202
H 0.3900 -2.1151 1.1669  0.237
H -2.0738 1.1527 1.1576  0.404
H -0.4284 1.3171 0.6227  0.410
H 2.3774 3.5326 -1.6594  0.454

The value obtained for the electronic energy is -18092.2010 eV. As for the relative energy (zero: lowest compared OMol25 entry of this formula, charge and spin): 1.541 eV. The value obtained for the gap between HOMO and LUMO is 8.5 eV. Its total charge is 0. As for the largest force on an atom: 0.0091 Eh/bohr. The HOMO energy comes out at -7.87 eV.


# 2
Entry from OMol25: a gas-phase ion, C4H10NO3 (charge +1) (ωB97M-V with the def2-TZVPD basis set).

Each line ends with the natural charge from an NBO analysis.
CARTESIAN COORDINATES (ANGSTROEM)
O 1.1711 -2.3953 -1.2645  -0.490
C 1.2526 -1.5386 -0.4508  0.773
O 2.0794 -1.6276 0.6276  -0.751
C 0.4780 -0.2219 -0.3388  -0.142
C -1.0623 -0.3836 -0.2688  -0.462
C -1.8357 0.9387 -0.3168  -0.084
O -0.9483 2.0204 -0.0388  -0.777
N 0.9690 0.5430 0.8797  -0.679
H 2.5963 -2.4115 0.8398  0.540
H 0.6881 0.3594 -1.2429  0.263
H -1.1556 -1.0225 -1.1972  0.271
H -1.3395 -1.1482 0.4576  0.239
H -2.5154 1.0722 -1.1604  0.221
H -2.4414 0.9074 0.5914  0.193
H -1.1255 2.8122 -0.5543  0.511
H 0.6628 1.5140 0.9551  0.474
H 1.9875 0.6009 0.8686  0.454
H 0.5387 -0.0189 1.6134  0.446

The value obtained for the electronic energy is -11935.7271 eV. As for the relative energy (zero: lowest compared OMol25 entry of this formula, charge and spin): 0.884 eV. The value obtained for the gap between HOMO and LUMO is 11.5 eV. Its total charge is +1. As for the largest force on an atom: 0.0686 Eh/bohr. The HOMO energy comes out at -14.90 eV.


# 3
Entry from OMol25: C5H6O in the gas phase (ωB97M-V with the def2-TZVPD basis set).

Each line ends with the natural charge from an NBO analysis.
CARTESIAN COORDINATES (ANGSTROEM)
C -1.7609 -0.0700 -0.0261  -0.630
C -0.2681 0.0756 -0.0211  -0.100
C 0.4520 1.2261 -0.0127  0.073
O 1.7854 0.9718 0.0277  -0.405
C 1.9229 -0.3751 0.0421  0.095
C 0.7101 -0.9778 0.0124  -0.322
H -2.2425 0.7601 -0.5519  0.220
H -2.1654 -0.0929 0.9922  0.220
H -2.0619 -0.9997 -0.5183  0.218
H 0.1737 2.2704 -0.0220  0.201
H 2.9378 -0.7457 0.0676  0.203
H 0.5169 -2.0427 0.0102  0.227

The value obtained for the electronic energy is -7328.9957 eV. As for the relative energy (zero: lowest compared OMol25 entry of this formula, charge and spin): 0.289 eV. The value obtained for the gap between HOMO and LUMO is 9.7 eV. Its total charge is 0. As for the largest force on an atom: 0.0043 Eh/bohr. The HOMO energy comes out at -8.65 eV.


# 4
Entry from OMol25: 2 unconnected molecules or ions with the total composition C14H16O (ωB97M-V with the def2-TZVPD basis set).

Each line ends with the natural charge from an NBO analysis.
CARTESIAN COORDINATES (ANGSTROEM)
C -0.3774 3.9613 -0.5061  -0.634
C -2.2397 2.6644 -1.6919  -0.223
C -1.4395 2.8882 -0.5946  0.000
C -3.3579 1.8137 -1.6113  -0.195
C -1.6857 2.1806 0.5873  -0.252
C -3.6597 1.2093 -0.4147  -0.233
C -2.8071 1.3596 0.6713  -0.195
H -1.9335 2.9235 -2.7015  0.213
H -4.0165 1.8085 -2.4720  0.215
H -0.7192 4.6721 0.2520  0.221
H -0.2004 4.5683 -1.3914  0.219
H -1.1681 2.3708 1.5095  0.217
H -4.5763 0.6535 -0.2654  0.215
H -2.8679 0.6479 1.4860  0.209
H 0.5741 3.5389 -0.1836  0.222
C 3.2983 -3.9047 -0.8325  -0.623
C 0.9560 -1.0830 0.1061  -0.283
C 1.7554 -1.9246 -0.6763  -0.195
C 0.9396 -1.2396 1.4784  0.286
C 2.4317 -2.9555 -0.0364  -0.040
C 1.7451 -2.1599 2.1530  -0.252
C 2.3781 -3.0986 1.3440  -0.195
O 0.1877 -0.3935 2.2837  -0.682
H 0.2707 -0.3806 -0.3564  0.213
H 1.5868 -1.8494 -1.7433  0.215
H -0.4402 0.0341 1.6889  0.477
H 1.7426 -2.0168 3.2218  0.230
H 4.1762 -3.3821 -1.2076  0.215
H 2.8072 -4.3226 -1.6779  0.213
H 2.9983 -3.8230 1.8321  0.209
H 3.6412 -4.7610 -0.2512  0.211

The value obtained for the electronic energy is -16824.4474 eV. As for the relative energy (zero: lowest compared OMol25 entry of this formula, charge and spin): 0.788 eV. The value obtained for the gap between HOMO and LUMO is 9.2 eV. Its total charge is 0. As for the largest force on an atom: 0.0359 Eh/bohr. The HOMO energy comes out at -8.29 eV.


# 5
Entry from OMol25: a molecular structure, C31H44ClN3O3RuSSi3 (ωB97M-V with the def2-TZVPD basis set).

Each line ends with the Mulliken spin population.
CARTESIAN COORDINATES (ANGSTROEM)
Ru 0.6515 -0.1934 -0.0320  2.711
C -7.3358 -3.5524 -0.9849  0.000
C -5.9043 -3.1419 -1.1835  0.003
C -5.4056 -2.8983 -2.4606  -0.006
C -4.0947 -2.4933 -2.6543  0.016
C -3.2636 -2.3377 -1.5539  -0.002
C -3.7371 -2.5790 -0.2717  0.018
C -5.0508 -2.9756 -0.0937  -0.004
S -1.5854 -1.8627 -1.8255  0.005
O -1.5126 -1.3566 -3.1725  0.013
O -0.7034 -2.9359 -1.4435  0.000
N -1.2976 -0.6895 -0.7424  0.073
C -1.9410 0.5857 -0.9016  0.042
C -3.3846 0.8467 -0.7430  0.741
C -3.6656 2.1902 -1.3016  0.039
C -2.1131 3.7874 -1.6112  0.001
C -0.6573 3.5787 -1.3563  0.256
C 0.4125 4.3729 -1.6331  -0.052
C 1.6885 3.7851 -1.7136  0.342
C 1.8662 2.3988 -1.4818  -0.020
N 0.8882 1.5976 -1.1764  0.382
C -0.4489 2.1283 -1.1595  -0.140
H -7.9871 -2.6762 -0.9678  0.000
H -7.4690 -4.0829 -0.0433  0.000
H -7.6752 -4.1969 -1.7947  0.000
H -6.0534 -3.0289 -3.3188  0.000
H -3.7122 -2.2972 -3.6462  -0.001
H -3.0856 -2.4450 0.5816  -0.002
H -5.4216 -3.1652 0.9064  0.000
H -4.0687 0.2445 -0.1655  -0.026
H -4.6964 2.3305 -1.6178  0.021
H -2.3275 4.7347 -2.0987  0.001
H 0.2870 5.4254 -1.8541  0.008
H 2.5562 4.3797 -1.9595  0.007
H 2.8542 1.9652 -1.5202  -0.004
C -0.4953 -2.6534 1.7109  -0.002
O 0.6371 -1.9073 1.2465  -0.072
Si 1.8927 -1.2803 2.2255  0.040
C 0.9812 -0.3577 3.5699  0.021
C 2.9079 -2.6539 2.9441  0.006
C 2.5264 -0.2212 0.8229  0.017
Si 3.3590 1.3221 1.5623  -0.025
C 4.3731 0.7795 3.0502  0.006
C 2.0727 2.5849 2.1003  0.042
C 4.6311 2.1844 0.4755  0.019
Si 3.6013 -1.2331 -0.4015  0.002
C 3.8635 -0.3327 -2.0253  0.000
C 5.2683 -1.5893 0.3777  0.005
C 2.7544 -2.8419 -0.8374  0.027
H -0.1548 -3.3797 2.4496  -0.001
H -0.9192 -3.1709 0.8564  -0.002
H -1.2284 -1.9842 2.1639  0.002
H 0.4119 -1.0709 4.1724  0.000
H 0.2729 0.3545 3.1386  -0.010
H 1.6308 0.1901 4.2515  0.000
H 2.2963 -3.2404 3.6345  0.001
H 3.7490 -2.2560 3.5159  -0.001
H 3.3024 -3.3253 2.1823  -0.002
H 3.8301 0.2351 3.8229  -0.001
H 4.7926 1.6706 3.5251  0.001
H 5.2123 0.1579 2.7296  -0.001
H 1.6670 2.3500 3.0858  0.001
H 1.2316 2.6422 1.4044  0.004
H 2.5122 3.5833 2.1599  0.004
H 5.2986 1.4926 -0.0382  0.000
H 5.2500 2.7771 1.1554  0.002
H 4.2276 2.8815 -0.2576  -0.005
H 4.4379 0.5907 -1.9423  -0.001
H 2.9153 -0.1222 -2.5267  0.002
H 4.4266 -0.9985 -2.6848  0.001
H 5.8607 -0.6892 0.5480  0.000
H 5.8420 -2.2344 -0.2928  0.001
H 5.1723 -2.1120 1.3305  -0.001
H 1.7832 -2.7039 -1.3212  -0.013
H 2.5866 -3.4918 0.0218  0.001
H 3.3920 -3.3799 -1.5440  0.002
Cl -3.2153 4.0385 2.2142  0.002
C -2.5766 3.1469 0.8791  0.005
C -3.1399 3.4455 -0.4696  0.105
C -2.5596 2.4868 -2.3550  0.027
C -1.4633 1.4411 -2.1045  0.155
N -1.0833 1.4766 0.0260  0.264
C -1.6368 2.2321 1.0982  -0.011
H -3.9014 4.2144 -0.3850  -0.004
H -2.8541 2.5758 -3.3961  -0.001
H -1.0830 0.9076 -2.9680  -0.023
H -1.2659 2.0259 2.0936  -0.013

The value obtained for the electronic energy is -93039.4547 eV. As for the relative energy (zero: lowest compared OMol25 entry of this formula, charge and spin): 4.131 eV. The value obtained for the gap between HOMO and LUMO (spin up / spin down) is 7.8 / 6.4 eV. Its multiplicity is 6. Its total charge is +1. As for the largest force on an atom: 0.0040 Eh/bohr. As for the expectation value of S²: 8.802. The HOMO energy (spin up / spin down) comes out at -10.74 / -11.40 eV.


# 6
Entry from OMol25: 3 unconnected molecules or ions with the total composition C4H12N2O (ωB97M-V with the def2-TZVPD basis set).

Each line ends with the natural charge from an NBO analysis.
CARTESIAN COORDINATES (ANGSTROEM)
C -0.5025 1.1590 2.1362  -0.115
C -1.5439 0.1344 2.1221  -0.110
O -0.1903 -0.2029 2.1725  -0.504
H -2.1114 -0.0659 3.0232  0.183
H -0.2519 1.6720 1.2148  0.193
H -0.3094 1.7055 3.0496  0.183
H -2.0474 -0.0992 1.1931  0.178
C -0.7410 0.3923 -2.0157  0.016
C 1.9056 -1.5108 -1.1436  -0.410
N 1.0990 -0.4195 -0.6280  -0.830
N -1.0392 1.5275 -1.5604  -0.686
H 0.7616 -0.6374 0.3062  0.381
H 1.6519 0.4299 -0.5673  0.357
H -1.7680 1.5294 -0.8483  0.320
H -0.0046 0.3510 -2.8061  0.154
H -1.2244 -0.5587 -1.7659  0.142
H 2.7779 -1.7536 -0.5219  0.171
H 1.2811 -2.4016 -1.2179  0.189
H 2.2569 -1.2516 -2.1424  0.188

The value obtained for the electronic energy is -9367.5000 eV. As for the relative energy (zero: lowest compared OMol25 entry of this formula, charge and spin): 3.694 eV. The value obtained for the gap between HOMO and LUMO is 9.9 eV. Its total charge is 0. As for the largest force on an atom: 0.0299 Eh/bohr. The HOMO energy comes out at -8.87 eV.


# 7
Entry from OMol25: 2 unconnected molecules or ions with the total composition C6H17NO (ωB97M-V with the def2-TZVPD basis set).

Each line ends with the natural charge from an NBO analysis.
CARTESIAN COORDINATES (ANGSTROEM)
C -0.2392 -1.5227 -2.1829  -0.492
N 0.1114 -0.4388 -1.2447  -0.690
C -0.5082 -0.5413 0.0937  -0.069
C -0.5619 0.8508 0.7271  -0.255
C -1.4220 0.7516 2.0085  -0.655
C 0.8195 1.4683 0.9483  -0.881
C 0.1370 -1.6392 0.9567  -0.960
H -1.0082 -2.1112 -1.7083  0.183
H 0.6313 -2.1218 -2.4453  0.182
H -0.6939 -1.0839 -3.0743  0.176
H 1.1090 -0.2859 -1.2114  0.357
H -1.5211 -0.8562 -0.1304  0.176
H -1.1173 1.4313 0.0255  0.193
H -1.1080 1.4045 2.7901  0.203
H -2.4417 1.0643 1.7574  0.192
H -1.4482 -0.2238 2.4982  0.204
H 1.5974 0.7103 1.0701  0.194
H 0.8836 2.0451 1.8776  0.205
H 1.0304 2.2137 0.1797  0.199
H -0.6129 -2.3108 1.3843  0.196
H 0.7852 -2.2109 0.3339  0.206
H 0.7300 -1.2856 1.8015  0.205
H 0.9018 1.3029 -2.3265  0.482
H 2.1743 1.6878 -1.6280  0.450
O 1.7719 1.7014 -2.5005  -0.999

The value obtained for the electronic energy is -10033.5853 eV. As for the relative energy (zero: lowest compared OMol25 entry of this formula, charge and spin): 0.557 eV. The value obtained for the gap between HOMO and LUMO (spin up / spin down) is 2.6 / 9.3 eV. Its multiplicity is 2. Its total charge is -1. As for the largest force on an atom: 0.0321 Eh/bohr. As for the expectation value of S²: 0.750. The HOMO energy (spin up / spin down) comes out at 1.26 / -5.49 eV.


# 8
Entry from OMol25: a molecular structure, C4H10FN2O2 (ωB97M-V with the def2-TZVPD basis set).

Each line ends with the natural charge from an NBO analysis.
CARTESIAN COORDINATES (ANGSTROEM)
C -0.6859 -0.0602 0.2837  0.343
H 1.4038 -0.5058 -1.9761  0.025
F -1.4798 0.6994 1.3513  -0.476
C 0.6581 0.6001 0.2796  0.062
C -1.4950 0.2306 -0.9753  -0.639
H -2.5363 -0.1070 -0.8610  0.194
H -1.4570 1.3039 -1.2003  0.232
H -1.0479 -0.3153 -1.8177  0.211
C -0.8115 -1.4924 0.7639  -0.627
H -1.8821 -1.7450 0.8191  0.185
H -0.2695 -2.1648 0.0904  0.232
H -0.3762 -1.6047 1.7633  0.236
N 1.8018 0.0156 0.6992  0.413
O 2.8313 0.7478 0.8654  -0.632
O 1.9308 -1.2503 0.7457  -0.616
N 0.6704 2.0019 0.1060  -0.863
H 1.6556 2.2851 0.1105  0.395
H 0.1987 2.4849 0.8658  0.353
H 0.8907 -1.1239 -1.9134  -0.029

The value obtained for the electronic energy is -14100.4258 eV. As for the relative energy (zero: lowest compared OMol25 entry of this formula, charge and spin): 0.603 eV. The value obtained for the gap between HOMO and LUMO is 6.8 eV. Its total charge is -1. As for the largest force on an atom: 0.0378 Eh/bohr. The HOMO energy comes out at -2.85 eV.


# 9
Entry from OMol25: 2 unconnected molecules or ions with the total composition C11H17N (ωB97M-V with the def2-TZVPD basis set).

Each line ends with the natural charge from an NBO analysis.
CARTESIAN COORDINATES (ANGSTROEM)
C -2.3488 -1.7443 -0.2295  -0.680
C -2.4699 1.7028 1.0840  -0.424
C -2.5805 -0.5471 0.1307  0.450
C -0.7763 0.4776 -1.7202  -0.173
C 0.0431 -0.6568 -2.2391  -0.450
C 2.5454 1.0038 -0.2600  -0.410
C 1.4244 1.9083 0.2792  -0.409
C 0.0939 0.0488 -0.8938  0.070
C 1.1838 0.4534 0.0720  -0.108
C 1.0845 -1.8774 1.0250  -0.595
C 1.1489 -0.3300 1.3166  -0.372
N -3.0272 0.5112 0.5091  -0.450
H -2.3128 -2.5775 0.4808  0.244
H -2.1007 -2.0054 -1.2591  0.240
H -3.3219 2.2125 1.6899  0.204
H -1.7165 1.5461 1.9239  0.199
H -1.7100 1.0386 -1.8800  0.225
H -2.2199 2.3176 0.2802  0.212
H -0.2116 -1.6403 -2.2239  0.175
H 0.7585 -0.3424 -2.9421  0.173
H 2.7540 1.3270 -1.2892  0.219
H 3.4368 1.0302 0.3305  0.229
H 1.3474 2.0339 1.3276  0.201
H 0.9090 2.6511 -0.3339  0.218
H 1.9508 -2.3038 1.3111  0.203
H 0.8397 -1.9727 0.0268  0.211
H 0.3089 -2.3016 1.5128  0.206
H 2.0221 -0.1785 1.8896  0.202
H 0.3409 0.0671 1.9769  0.192

The value obtained for the electronic energy is -13165.7163 eV. As for the relative energy (zero: lowest compared OMol25 entry of this formula, charge and spin): 5.834 eV. The value obtained for the gap between HOMO and LUMO is 9.2 eV. Its total charge is 0. As for the largest force on an atom: 0.0819 Eh/bohr. The HOMO energy comes out at -8.29 eV.